DFT (wB97M-V/def2-TZVPD) results for a 2-piece molecular cluster, C2H4OS2 overall in a non-equilibrium geometry.

Geometry (Å):
C  0.506  0.864  -0.339
C  0.239  -0.462  -0.278
O  3.354  -1.222  1.359
S  1.597  -2.784  2.944
S  2.271  -1.089  2.377
H  0.171  1.408  0.614
H  1.164  1.290  -1.113
H  -0.397  -0.941  0.441
H  0.644  -1.137  -1.011

Properties
Strongest force on any atom in eV Å⁻¹: 2.7
ΔE to the lowest compared entry with this formula, charge and spin in kJ/mol: 165.7
Energy in Ha: -950.14557
Orbital gap in Eh: 0.2993
2S+1: 1

And the Löwdin charges, in e, turn out to be: -0.08, -0.12, -0.60, 0.21, 0.38, 0.07, 0.06, 0.03, 0.04